(one)
The following is a quantum chemistry calculation of a molecular structure, C33H46BrN3O5SSbSr, from the OMol25 dataset.

Structure (XYZ):
```
91
Properties=species:S:1:pos:R:3:lowdin_charge:R:1
C 0.76 3.49 -0.64 -0.285
H -2.53 -2.77 -5.85 0.075
H -2.89 2.62 -5.64 0.074
C 1.88 -2.59 -0.86 -0.744
H 1.95 0.43 -2.37 0.046
H -3.54 -4.74 0.34 0.104
H 1.51 5.49 -0.78 0.078
H -0.71 -2.43 -4.18 0.058
C -6.51 3.28 3.28 -0.283
H -2.04 2.34 -3.33 0.069
H -2.53 0.93 -6.00 0.055
C 1.55 -5.61 -3.80 -0.050
H -6.40 1.14 3.13 0.112
N 0.68 -2.96 -1.27 0.066
C 3.06 -3.15 -1.33 -0.106
H -1.64 -1.28 -6.18 0.048
H -3.23 -1.21 -5.42 0.059
H 2.90 0.32 -3.86 0.077
C -7.86 3.28 3.95 -0.061
H -2.78 -3.67 -3.53 0.080
H 0.73 1.53 -4.25 0.080
C -2.58 -2.67 -3.13 -0.175
C -2.77 -1.39 0.43 -0.227
H -1.74 -3.22 0.94 0.074
H 0.51 -5.91 -3.89 0.077
H 1.73 3.01 -0.76 0.122
C -1.66 -1.89 -4.08 -0.565
H -0.57 2.57 4.01 0.111
H 0.57 3.56 0.44 0.096
C 0.75 0.43 -4.20 -0.567
C -4.64 2.06 2.34 -0.049
H -1.09 2.94 -1.03 0.028
H 4.02 -2.81 -0.96 0.101
C -5.85 4.47 3.00 -0.049
H -4.17 1.12 2.09 0.103
H -4.47 1.98 -3.80 0.077
H 0.03 0.21 -6.26 0.049
H 1.89 -5.25 -4.77 0.082
O -0.20 2.62 -1.26 -0.225
N -6.76 -4.81 -1.00 0.117
H -0.24 3.87 2.87 0.106
Sr -0.91 0.54 0.38 1.199
Br 1.94 -1.20 0.42 0.867
H -0.22 5.35 -1.08 0.073
H 2.00 -1.08 -3.27 0.058
C -2.66 -2.78 0.56 -0.182
C 0.97 2.12 2.61 -0.705
H -2.16 -2.77 -2.13 0.035
C -4.88 -3.18 -0.30 -0.276
H -3.54 -2.17 -3.01 0.070
C -5.92 -4.09 -0.68 -0.212
H -6.31 5.41 3.26 0.109
C 1.97 0.01 -3.38 -0.168
O -2.64 2.52 0.03 -0.450
H 3.86 -4.60 -2.69 0.117
H -4.08 5.39 2.18 0.106
C 0.84 -0.14 -5.61 -0.155
C -2.29 -1.77 -5.46 -0.146
C 0.61 -3.93 -2.18 -0.104
O -1.97 4.61 1.17 -0.316
C -5.05 -1.80 -0.44 -0.071
O 0.92 1.08 1.85 -0.341
C -2.24 1.78 -5.38 -0.145
H -4.19 0.12 -0.22 0.061
C -4.59 4.46 2.40 -0.053
H -1.22 2.06 -5.65 0.057
C -3.67 -3.67 0.22 -0.076
N -1.48 2.30 2.13 -0.318
C -0.38 2.79 2.95 -0.202
H 0.93 4.83 -2.32 0.071
C -2.37 1.47 -3.89 -0.564
C -5.89 2.07 2.93 -0.036
H 1.79 0.15 -6.08 0.074
H -8.49 4.07 3.54 0.074
C -4.00 3.26 2.07 -0.265
H -5.98 -1.42 -0.84 0.108
Sb -1.05 -0.05 -3.08 1.527
H -4.19 0.25 -3.96 0.061
H -3.91 1.05 -2.41 0.052
H 0.80 -1.23 -5.59 0.066
C -4.01 -0.95 -0.08 -0.190
S -2.39 3.23 1.31 0.535
C -3.82 1.17 -3.49 -0.144
C 1.71 -4.55 -2.74 -0.258
C 2.97 -4.14 -2.29 -0.032
H 2.14 -6.50 -3.56 0.079
H -7.76 3.46 5.02 0.079
O 1.98 2.62 3.10 -0.007
H -0.39 -4.21 -2.48 0.106
C 0.74 4.87 -1.25 -0.073
H -8.37 2.33 3.81 0.071
```

Summary:
total charge = -1
HOMO energy = -5.17 eV
multiplicity = 1

---

(two)
The following is a quantum chemistry calculation of a molecular structure, C33H46BrN3O5SSbSr, from the OMol25 dataset.

Structure (XYZ):
```
91
Properties=species:S:1:pos:R:3:lowdin_charge:R:1
C 1.05 -3.38 4.18 -0.050
H -5.13 1.82 -2.39 0.051
C 3.93 4.46 0.46 -0.060
H -0.12 -4.98 -2.33 0.070
H 2.47 -0.62 -1.44 0.101
C 3.06 3.37 0.48 -0.175
C 2.64 -0.44 -3.58 -0.241
H 3.51 2.40 0.28 0.060
H -3.42 -1.12 0.24 0.075
H 0.19 4.97 1.20 0.055
C -4.49 3.44 0.20 -0.145
C 1.57 1.53 -4.44 -0.101
H -4.27 -0.61 2.52 0.081
C -2.20 0.33 -3.49 -0.171
H 2.63 -0.66 3.76 0.105
H -4.63 1.45 -4.04 0.074
Br 0.16 3.37 -2.80 0.806
H -2.68 2.32 -2.87 0.040
H -0.36 -2.67 -3.28 0.110
H 4.00 -1.92 -2.83 0.090
H -2.37 0.52 -4.56 0.078
H -1.75 -4.35 -2.04 0.072
H -2.66 0.05 2.30 0.049
C 4.30 6.87 0.70 -0.214
O 0.54 -1.81 0.68 -0.440
C -2.99 3.14 0.07 -0.575
C 1.82 -4.04 2.00 -0.051
C -2.26 3.50 1.36 -0.166
H 2.63 0.13 -5.65 0.118
C -3.83 -0.12 0.45 -0.553
H 1.30 2.20 -5.25 0.100
C 3.21 -6.47 4.56 -0.060
C 3.43 5.73 0.72 -0.275
H 2.36 0.86 2.92 0.095
H 4.13 -1.63 -4.57 0.078
H -1.18 3.36 1.26 0.023
C -4.48 1.18 -2.99 -0.150
H 4.24 -6.18 4.75 0.082
H 0.49 -2.68 4.80 0.119
H -5.49 -0.33 -0.98 0.043
H -4.65 4.50 0.41 0.073
C 1.17 1.81 -3.14 -0.748
H -2.48 -0.71 -3.28 0.067
C 3.20 -0.74 1.71 -0.708
H 0.83 -2.71 -1.98 0.098
H -2.43 4.54 1.63 0.079
H -0.56 -4.35 -0.73 0.071
N 0.78 -0.47 2.78 -0.320
H 2.77 -2.56 -3.92 0.079
O -1.16 -1.96 2.43 -0.322
C 1.68 3.47 0.73 -0.231
C -3.69 0.13 1.96 -0.164
O 3.85 -1.76 1.97 0.005
H -4.92 2.88 1.04 0.058
H -5.76 0.86 0.28 0.060
H -1.13 0.39 -3.30 0.035
H -5.84 -0.85 0.66 0.075
C 2.44 -5.34 3.94 -0.276
C 1.10 -3.18 2.81 -0.276
H -2.60 2.88 2.19 0.067
Sb -2.41 1.16 -0.56 1.504
H 1.68 6.88 1.20 0.103
H 3.22 -7.34 3.91 0.072
C 2.30 0.38 -4.65 -0.016
H -4.83 0.15 -2.88 0.061
H -2.58 3.76 -0.74 0.069
N 5.00 7.79 0.69 0.116
H 3.06 -5.79 1.94 0.112
C -5.31 -0.11 0.07 -0.141
H -4.08 1.12 2.22 0.054
O 3.25 -0.05 0.64 -0.211
H -0.65 -1.78 -0.64 0.015
C -3.01 1.30 -2.64 -0.579
C 2.23 -0.23 2.84 -0.251
Sr 0.94 0.88 0.53 1.270
C 2.48 -5.12 2.57 -0.033
H 2.77 -6.77 5.52 0.070
H -5.05 3.18 -0.69 0.051
C 1.72 -4.45 4.74 -0.043
S 0.25 -1.79 2.14 0.527
H 1.68 -4.61 5.81 0.107
H 1.89 -3.84 0.94 0.110
C 3.43 -1.71 -3.74 -0.038
H 4.98 4.33 0.26 0.107
C 1.24 4.78 1.00 -0.175
O -0.98 -1.81 -1.56 -0.150
C 2.07 5.89 0.99 -0.069
C -0.24 -2.82 -2.21 -0.329
N 1.46 1.05 -2.11 -0.017
C 2.19 -0.05 -2.32 -0.088
C -0.70 -4.21 -1.81 -0.078
```

Summary:
total charge = -1
HOMO energy = -5.18 eV
multiplicity = 1

---

Least stable of them? (two).

---

(one)
The following is a quantum chemistry calculation of a single C3H8ClNOS molecule, from the OMol25 dataset.

Structure (XYZ):
```
15
Properties=species:S:1:pos:R:3:lowdin_charge:R:1
S 1.29 -0.58 0.14 0.406
H -0.93 -1.74 -0.20 0.051
C -1.38 -0.73 -0.10 -0.076
H 0.25 2.37 -0.06 0.055
H -0.53 1.70 1.43 0.102
H 1.80 -2.57 -0.42 0.029
C -0.21 0.35 -0.42 -0.467
H -0.06 0.63 -1.46 0.114
C -0.43 1.62 0.35 -0.137
O 1.39 -0.86 1.58 -0.376
N 1.36 -1.75 -0.79 -0.225
H -2.32 -0.61 -0.65 0.079
H -1.57 -0.75 1.00 0.085
H -1.30 1.93 -0.11 0.056
Cl 2.63 0.99 -0.31 0.304
```

Summary:
HOMO energy = -10.22 eV
multiplicity = 1
SMILES = CC(C)[S@](=N)(=O)Cl

---

(two)
The following is a quantum chemistry calculation of 3 unconnected molecules or ions with the total composition C3H8ClNOS, from the OMol25 dataset.

Structure (XYZ):
```
15
Properties=species:S:1:pos:R:3:lowdin_charge:R:1
H -0.42 0.53 2.07 0.068
H -2.73 -2.11 -0.25 -0.026
Cl -2.13 1.82 -0.64 0.123
C -1.70 -2.06 -0.33 -0.318
C 1.63 1.00 -0.43 -0.069
H 2.32 0.35 -0.11 0.044
S -1.05 -1.75 -1.78 0.860
H 1.83 2.07 -0.42 0.106
O 0.43 -1.71 -1.73 -0.587
H -0.92 1.34 -0.15 -0.241
N 0.53 0.91 0.50 -0.156
H 1.55 0.52 2.20 0.100
C 0.57 0.65 1.71 -0.018
H 1.28 0.64 -1.33 0.044
H -1.19 -2.19 0.68 0.069
```

Summary:
HOMO energy = -9.78 eV
multiplicity = 1

---

Least stable of them? (two).

---

(one)
The following is a quantum chemistry calculation of 5 unconnected molecules or ions with the total composition C2H14O4S2, from the OMol25 dataset.

Structure (XYZ):
```
22
Properties=species:S:1:pos:R:3:lowdin_charge:R:1
H -0.51 -2.65 0.67 0.014
O 0.12 0.70 -6.46 -0.031
H -2.85 -0.03 -1.80 -0.001
H -1.46 -0.03 -2.35 0.008
O 0.73 -0.54 -2.12 -0.156
H -1.06 -3.38 2.19 0.059
S -0.16 -1.13 2.52 0.422
H -0.22 0.64 -5.62 -0.026
H -0.12 2.78 6.30 0.072
H 0.73 -3.21 1.90 -0.002
H 0.80 1.89 2.18 0.064
H 0.71 -1.12 -1.33 -0.045
C 0.70 1.41 1.15 -0.397
O 0.78 2.68 5.87 -0.115
H 1.47 -1.08 -2.64 0.118
S 1.11 -0.42 0.97 0.466
O -2.39 -0.25 -2.58 -0.050
H -0.37 1.39 -6.94 0.056
H 1.59 1.67 0.62 -0.008
H -0.18 1.52 0.56 0.011
H 0.80 1.93 5.21 0.041
C -0.21 -2.78 1.71 -0.498
```

Summary:
HOMO energy = -8.50 eV
multiplicity = 1
SMILES = CSSC.O.O.O.O

---

(two)
The following is a quantum chemistry calculation of a molecular structure, C2H14O4S2, from the OMol25 dataset.

Structure (XYZ):
```
22
Properties=species:S:1:pos:R:3:lowdin_charge:R:1
H -2.63 -1.04 1.10 0.027
H 1.68 -1.27 0.40 0.080
O 1.39 -1.47 -1.67 -0.076
O 1.38 0.58 2.76 -0.160
H 1.18 -1.73 1.73 0.113
H 1.49 2.26 -0.96 0.045
H 0.49 -1.16 -1.91 0.005
H 0.88 0.66 -0.37 -0.023
H 0.99 1.28 2.21 -0.056
H -0.99 -0.49 1.59 -0.004
C 0.63 1.62 -0.82 -0.455
H -1.34 -1.54 -2.76 0.058
S -0.55 2.30 0.40 0.493
O 1.13 -0.97 1.15 -0.033
H -2.43 0.21 2.35 0.035
H 0.16 1.42 -1.77 0.016
H -1.63 -0.02 -2.34 -0.014
H 1.84 -0.62 -1.80 0.045
C -2.02 -0.20 1.44 -0.428
O -1.06 -0.63 -2.83 -0.068
S -2.16 0.97 0.04 0.479
H 1.57 -0.17 2.07 -0.076
```

Summary:
HOMO energy = -9.02 eV
multiplicity = 1

---

Least stable of them? (one).

---

(one)
The following is a quantum chemistry calculation of a molecular structure, C36H33BCaN9P, from the OMol25 dataset.

Structure (XYZ):
```
81
Properties=species:S:1:pos:R:3:mulliken_spin:R:1
C 3.79 -0.20 2.98 -0.001
C 6.26 -0.53 -0.34 0.000
H -3.05 -1.90 1.80 0.004
H -0.30 -3.68 0.15 0.000
C -3.66 -2.92 -2.71 0.000
H -0.13 3.30 1.43 0.001
H -3.80 3.09 -4.17 0.000
N 1.85 1.07 0.31 -0.011
C -2.22 1.47 -1.63 -0.005
C -2.38 -1.35 -1.38 0.002
C 0.37 0.90 -3.38 0.001
H -3.15 2.07 6.68 0.001
C -3.80 -2.98 -0.31 0.000
H 1.68 -2.62 -4.27 0.000
C -2.78 -1.85 -2.61 -0.001
H 4.74 0.17 2.62 0.000
H 3.97 -0.48 5.16 0.000
C 0.64 -3.16 -0.03 -0.002
H 5.01 -1.84 0.95 0.000
H -3.96 -3.30 -3.68 0.000
H -4.22 -3.41 0.59 0.000
H -3.87 3.96 0.03 0.000
C 5.83 0.65 -1.00 0.000
C -3.49 2.86 -3.16 0.000
N 0.79 -1.90 0.35 0.007
H -2.38 -1.42 -3.52 0.000
C -3.93 3.64 -2.10 0.000
H 2.57 1.78 -1.55 0.000
C 0.39 -1.47 -3.00 0.001
C -2.93 1.11 3.44 -0.010
C 0.56 2.73 0.83 -0.012
C -0.72 1.14 4.50 0.016
H 0.05 -2.34 -2.46 0.000
C -1.58 0.90 3.46 0.828
C -1.32 1.55 5.69 0.072
C 2.06 -0.93 4.10 0.000
C -4.16 -3.50 -1.55 0.000
C 1.29 0.74 -4.42 -0.001
P -1.17 0.03 -1.21 -0.017
N -2.63 -1.35 1.07 0.019
H 0.36 1.04 4.42 0.021
C -2.67 2.27 -0.58 -0.023
H 0.95 3.91 -1.02 0.000
C 1.31 -1.63 -4.03 0.000
C -2.70 1.74 5.76 -0.039
H -2.33 2.07 0.43 0.036
C 2.65 -2.55 -0.66 0.000
H 1.36 -1.28 4.86 0.001
H 0.01 1.89 -3.14 0.000
C -3.53 3.35 -0.80 -0.001
C -2.93 -1.91 -0.23 -0.001
H 2.48 -0.65 -5.54 0.000
C -2.65 1.78 -2.93 0.000
Ca -0.19 -0.31 1.57 -0.016
C 5.15 -0.98 0.31 0.000
C -3.50 1.53 4.64 0.066
C 1.92 1.96 -0.71 0.000
N 2.76 -0.42 2.13 0.000
B 2.71 -0.22 0.57 -0.007
H -4.58 4.49 -2.28 0.000
C -0.09 -0.20 -2.66 0.000
H -3.56 0.98 2.57 0.013
H -4.84 -4.34 -1.61 0.000
N 1.67 -0.86 2.83 0.010
H -0.69 1.74 6.55 0.011
N 4.14 -0.11 0.05 0.000
C 1.76 -0.52 -4.74 0.000
C 3.38 -0.52 4.26 -0.001
H 3.64 -2.45 -1.06 0.000
H -2.32 1.17 -3.76 0.000
C 1.11 3.03 -0.42 0.003
N 1.00 1.56 1.28 0.028
H 1.63 1.61 -4.97 0.000
H -4.57 1.70 4.69 0.011
H 6.40 1.32 -1.63 0.000
C 1.79 -3.63 -0.68 0.000
H 7.25 -0.98 -0.35 0.000
H -3.05 -0.43 1.13 -0.007
N 4.55 0.90 -0.76 0.000
H 1.96 -4.60 -1.11 0.000
N 2.04 -1.52 -0.04 -0.001
```

Summary:
total charge = +1
HOMO energy (alpha / beta) = -11.05 / -11.04 eV
multiplicity = 2
expectation value of S² = 0.76

---

(two)
The following is a quantum chemistry calculation of a molecular structure, C36H33BCaN9P, from the OMol25 dataset.

Structure (XYZ):
```
81
Properties=species:S:1:pos:R:3:mulliken_spin:R:1
C -0.16 -5.92 -1.36 0.000
H 2.95 1.22 -0.13 0.000
C -0.31 1.97 3.87 0.001
C 0.20 0.72 4.20 0.005
C -3.01 2.29 -1.16 -0.011
C 0.78 -4.41 0.77 0.004
H 6.70 -1.57 -0.10 0.000
C 0.43 0.12 2.97 0.000
C -0.29 -0.55 -4.77 0.000
C -2.53 -3.39 0.67 0.067
C 3.72 -3.10 -0.56 0.000
C 0.67 -3.83 -0.49 -0.001
C 1.95 3.56 -0.91 0.000
C 1.29 4.72 0.82 0.000
H 1.79 -0.45 -5.30 0.000
H -2.27 -0.80 -3.97 0.000
H -0.63 -0.15 -5.72 0.000
N 0.52 3.63 0.69 0.000
C 3.46 -0.71 -0.53 0.001
H 2.58 -1.37 -3.15 0.000
C 0.60 -1.57 -2.32 -0.012
C -1.47 5.72 1.70 0.000
N -1.95 2.89 0.62 0.014
C -3.91 3.05 -0.42 0.002
C -1.61 5.91 3.87 0.000
C -4.22 -2.13 -0.50 0.069
C 1.07 -0.71 -4.53 0.000
C 0.21 -4.59 -1.56 0.001
B -0.74 3.27 1.58 -0.048
C -0.04 -6.49 -0.10 0.000
H 1.12 5.42 1.61 0.000
N -1.85 2.18 -0.54 -0.003
H 5.72 -3.83 -0.32 0.000
C -3.67 -3.34 -0.11 -0.029
H -0.62 2.78 4.49 0.001
P 1.09 -2.08 -0.64 0.024
H 3.29 -4.09 -0.63 0.000
H -4.16 -4.27 -0.40 0.002
H 2.43 3.19 -1.80 0.000
N -1.25 4.66 3.65 0.000
H -3.16 1.81 -2.12 0.001
H -0.32 -7.53 0.05 0.000
C -1.79 6.62 2.67 0.000
H -1.45 5.82 0.63 0.000
H 0.37 0.33 5.18 0.000
C -3.19 3.41 0.70 0.005
N 2.60 0.44 -0.66 -0.001
H 2.60 0.74 -1.63 0.000
H 1.13 -3.83 1.62 -0.003
Ca -0.07 0.66 -0.29 0.079
H -4.92 3.33 -0.66 0.000
H -1.50 -1.69 -1.83 -0.003
H 0.53 -6.19 1.95 0.000
H 0.83 -0.86 2.75 -0.002
C 4.83 -0.57 -0.35 0.000
H -2.09 7.65 2.54 0.000
C -1.21 -0.90 -3.79 0.006
N 0.09 0.92 1.96 -0.003
H -1.01 -2.22 1.68 0.015
C 5.09 -2.96 -0.37 0.000
C 1.52 -1.22 -3.32 0.000
N -1.15 4.54 2.30 0.001
H 0.13 -4.16 -2.54 0.000
N 0.93 2.90 -0.38 0.000
C -0.77 -1.40 -2.57 0.005
H -1.76 6.24 4.89 0.000
H -5.14 -2.11 -1.08 0.003
C -2.45 -1.05 0.58 0.810
C 5.64 -1.69 -0.26 0.000
C 2.23 4.72 -0.19 0.000
C -3.61 -0.93 -0.14 -0.022
H -0.52 -6.51 -2.19 0.000
H -2.12 -4.34 0.98 0.003
H 2.99 5.46 -0.38 0.000
H 5.26 0.43 -0.28 0.000
C 0.43 -5.74 0.96 0.002
H -4.03 0.03 -0.42 0.030
N -0.37 2.08 2.54 0.026
C -1.89 -2.21 1.06 -0.041
H -3.47 4.01 1.55 0.001
C 2.89 -1.98 -0.62 0.001
```

Summary:
total charge = +1
HOMO energy (alpha / beta) = -11.10 / -11.09 eV
multiplicity = 2
expectation value of S² = 0.76

---

Least stable of them? (one).

---

(one)
The following is a quantum chemistry calculation of 2 unconnected molecules or ions with the total composition C2H7NS, from the OMol25 dataset.

Structure (XYZ):
```
11
Properties=species:S:1:pos:R:3:lowdin_charge:R:1
C -1.00 0.66 0.27 -0.038
H 2.39 1.39 1.10 -0.218
N -1.67 -1.07 -1.26 0.022
S 2.71 0.10 1.25 0.468
H -2.01 0.97 0.53 0.048
H -1.29 -1.92 -1.64 0.075
H -0.23 1.22 0.77 0.013
H -2.42 -1.32 -0.63 0.081
H 3.97 0.53 1.31 -0.231
H 0.29 -0.34 -1.01 0.087
C -0.73 -0.21 -0.68 -0.307
```

Summary:
HOMO energy = -8.39 eV
multiplicity = 1
SMILES = C=CN.S

---

(two)
The following is a quantum chemistry calculation of 2 unconnected molecules or ions with the total composition C2H7NS, from the OMol25 dataset.

Structure (XYZ):
```
11
Properties=species:S:1:pos:R:3:lowdin_charge:R:1
H 1.32 0.27 -1.14 0.075
H 1.17 -1.29 1.42 0.070
C 0.24 0.26 -0.90 -0.755
H -0.19 -1.93 0.62 0.063
H -0.80 0.72 0.81 0.034
S -0.54 1.63 -1.63 0.610
H -2.09 1.22 -0.57 0.121
H 0.77 0.90 0.98 0.120
N 0.20 -1.19 1.15 0.019
H -0.16 -0.70 -1.34 0.075
C 0.08 0.12 0.60 -0.431
```

Summary:
HOMO energy = -9.00 eV
multiplicity = 1

---

(three)
The following is a quantum chemistry calculation of 2 unconnected molecules or ions with the total composition C2H7NS, from the OMol25 dataset.

Structure (XYZ):
```
11
Properties=species:S:1:pos:R:3:lowdin_charge:R:1
C -0.36 -0.94 -1.12 -0.125
H -1.37 -0.62 -0.76 0.092
C 1.05 0.79 -0.42 -0.082
H -0.07 -0.67 -2.11 0.053
H -0.39 -2.05 -1.07 0.075
N 0.62 -0.39 -0.13 -0.153
H -1.53 1.03 2.40 -0.193
H -0.11 -0.26 1.58 -0.247
S -0.30 0.47 2.72 0.427
H 0.94 1.22 -1.44 0.083
H 1.52 1.43 0.37 0.068
```

Summary:
HOMO energy = -9.11 eV
multiplicity = 1
SMILES = C=NC.S

---

Least stable of them? (two).